# C34H82N4O10

6 unconnected molecules or ions with the total composition C34H82N4O10 at a distorted geometry (wB97M-V/def2-TZVPD, the OMol25 dataset).

Output
Energy relative to the best compared isomer or geometry (same formula, charge and spin) in kJ/mol: 74.7
Net charge: +2

Geometry as XYZ:
```
130
Properties=species:S:1:pos:R:3:lowdin_charge:R:1
C 10.17749 0.83483 3.36845 -0.0241
C 10.86941 -0.53430 2.89196 -0.1260
N 10.05923 -1.51606 1.94126 -0.1839
C 10.95507 -2.79814 1.70121 0.0398
C 8.71583 -1.83319 2.74782 -0.0993
C 8.97044 -2.43414 4.23345 -0.0234
C 9.65198 -0.81054 0.58740 -0.0621
C 10.63328 0.03984 -0.18085 -0.2175
O 11.85765 -0.62591 -0.20693 -0.1957
C 12.65543 -0.44131 -1.34845 -0.0886
H 10.85012 1.44199 3.97425 0.0898
H 9.32619 0.58870 4.00312 0.0679
H 9.83981 1.35711 2.47329 0.0680
H 11.24564 -1.14697 3.71122 0.1130
H 11.74305 -0.22138 2.32020 0.1079
H 11.03183 -3.50541 2.52703 0.0905
H 11.93058 -2.45779 1.35387 0.0926
H 10.49209 -3.41385 0.93008 0.0996
H 7.92516 -2.32467 2.18090 0.1255
H 8.27109 -0.84340 2.85085 0.0981
H 8.00611 -2.66663 4.68524 0.0906
H 9.46024 -1.64726 4.80705 0.0619
H 9.58474 -3.33455 4.23104 0.0650
H 8.77273 -0.19572 0.77980 0.1350
H 9.33885 -1.65979 -0.01991 0.1326
H 10.76544 0.98009 0.35446 0.1182
H 10.28192 0.47147 -1.11804 0.1440
H 13.63402 -0.92068 -1.37411 0.0952
H 12.86784 0.61696 -1.50025 0.0929
H 12.19983 -0.80322 -2.27016 0.0923
C -3.89758 -5.21593 -1.21410 -0.0649
C -4.65966 -5.76775 -2.38551 -0.1665
N -5.44557 -4.72543 -3.21949 -0.2178
C -6.33751 -5.57249 -4.15052 0.0394
C -6.34261 -3.85922 -2.28176 -0.1482
C -7.20277 -2.76880 -2.93782 -0.0531
C -4.51138 -3.76943 -4.02143 -0.0540
C -3.20567 -4.29658 -4.49608 -0.1977
O -3.45737 -5.47872 -5.22462 -0.2580
C -2.34065 -6.27697 -5.59914 -0.0456
H -4.50790 -4.69064 -0.47947 0.0766
H -3.09076 -4.52683 -1.46370 0.0895
H -3.50389 -6.09946 -0.71162 0.1025
H -5.35699 -6.49577 -1.97100 0.1312
H -3.94995 -6.36513 -2.95783 0.1269
H -6.92157 -4.86136 -4.73472 0.0988
H -6.89792 -6.27205 -3.53031 0.1087
H -5.66886 -6.14179 -4.79620 0.1000
H -5.69999 -3.44309 -1.50588 0.1122
H -6.99262 -4.57666 -1.78088 0.1341
H -7.89265 -2.37328 -2.19236 0.0951
H -7.87419 -3.21470 -3.67162 0.0729
H -6.65713 -2.02927 -3.52388 0.0798
H -4.30707 -3.06875 -3.21185 0.1353
H -5.15782 -3.28260 -4.75163 0.1377
H -2.48457 -4.52828 -3.71223 0.1288
H -2.68463 -3.69785 -5.24316 0.1424
H -2.77064 -6.91644 -6.37005 0.1049
H -2.00675 -6.81613 -4.71263 0.0934
H -1.61826 -5.53398 -5.93710 0.0952
C -2.24305 6.92316 -8.64332 -0.0646
C -1.47211 5.64155 -8.32720 -0.1142
N -1.38626 5.35614 -6.75581 -0.2274
C -0.66066 6.47747 -6.09702 -0.0061
C -2.86176 5.21592 -6.23053 -0.1358
C -3.00077 5.04282 -4.69907 -0.0508
C -0.68164 3.97083 -6.54409 -0.0405
C 0.73058 3.70471 -7.26598 -0.1647
O 1.58694 4.84577 -7.40342 -0.1943
C 2.42873 4.95910 -6.25674 -0.0870
H -3.31360 6.88681 -8.44160 0.0764
H -2.17134 7.16899 -9.70282 0.0943
H -1.81778 7.82041 -8.19365 0.0832
H -0.42226 5.68859 -8.61649 0.1173
H -1.89834 4.80185 -8.87615 0.1325
H 0.24034 6.79374 -6.62263 0.1130
H -0.45039 6.18433 -5.06845 0.1026
H -1.34299 7.32296 -6.00939 0.1083
H -3.17038 4.26744 -6.67010 0.1172
H -3.52165 5.97211 -6.65574 0.1123
H -2.67526 4.05313 -4.37868 0.0795
H -4.00649 4.96247 -4.28656 0.0898
H -2.44277 5.84786 -4.22088 0.0756
H -1.32863 3.26656 -7.06707 0.1260
H -0.51712 3.91170 -5.46820 0.1264
H 0.46852 3.46211 -8.29581 0.1168
H 1.11289 2.78712 -6.81880 0.1350
H 3.05177 5.85000 -6.33574 0.1018
H 2.99537 4.04868 -6.06143 0.0994
H 1.84547 5.10838 -5.34811 0.0779
C -3.48224 2.22780 7.93834 -0.0431
C -4.83938 1.54496 8.26807 -0.1447
N -5.12263 0.10217 7.69560 -0.2090
C -4.23087 -0.81484 8.57020 0.0143
C -6.60754 -0.24405 8.09498 -0.1418
C -6.97936 -1.68427 7.75062 -0.0634
C -4.77947 -0.07893 6.22822 -0.0708
C -5.44938 0.93756 5.29048 -0.1166
O -6.92768 0.74399 5.32274 -0.2240
C -7.71851 1.56210 4.50187 -0.1060
H -2.77334 1.58726 8.46300 0.0788
H -3.48559 3.21047 8.40999 0.0929
H -3.15504 2.43264 6.91899 0.0864
H -5.58465 2.23778 7.87736 0.1159
H -5.02311 1.49138 9.34114 0.1270
H -4.40611 -0.68686 9.63837 0.1168
H -3.18103 -0.59243 8.37921 0.1058
H -4.22455 -1.87063 8.29935 0.1008
H -7.36230 0.45485 7.73446 0.1252
H -6.60406 -0.20019 9.18409 0.1182
H -7.71185 -2.11432 8.43371 0.0946
H -6.16622 -2.41014 7.74762 0.0707
H -7.31762 -1.63377 6.71566 0.0752
H -5.08793 -1.09804 5.99502 0.1330
H -3.69825 -0.01310 6.10696 0.1444
H -5.00034 0.87501 4.29924 0.1360
H -5.30264 1.94564 5.67822 0.1104
H -8.76734 1.38642 4.74104 0.0955
H -7.47767 1.43824 3.44606 0.0902
H -7.57986 2.60556 4.78483 0.0867
O 4.55672 0.50255 7.40292 0.0694
C 3.37926 0.09314 7.75164 -0.9820
O 3.14394 -0.26232 8.89023 -0.0407
O 2.54953 0.03674 6.79606 -0.1260
H 4.21300 0.77365 6.54854 0.0798
O 0.49364 -0.32582 1.41066 0.0992
C 1.33160 -0.04480 0.51255 -0.9719
O 2.51798 0.34167 0.85996 -0.1419
O 1.06352 -0.17494 -0.68455 -0.0948
H 1.05387 -0.15557 2.17142 0.1097
```